# C5H6O

C5H6O as an isolated structure (the ωB97M-V functional and the def2-TZVPD basis, the OMol25 dataset).

```
12
Properties=species:S:1:pos:R:3
C 2.518 0.019 -0.158
C 1.740 -0.228 0.771
C 0.456 0.097 -0.064
C -0.760 -0.811 0.066
C -1.479 0.520 0.344
O -0.235 1.237 0.423
H 2.956 0.281 -1.099
H 0.670 0.247 -1.132
H -1.020 -1.337 -0.855
H -0.718 -1.495 0.913
H -2.034 0.589 1.281
H -2.093 0.882 -0.490
```

For the LUMO energy, the calculation gives 0.41 eV. For the orbital gap, the calculation gives 10.0 eV. Its energy above the lowest of the compared OMol25 structures with the same formula, charge and spin is 496.0 kJ/mol. As for the total charge: 0.

These are the Mulliken partial charges, in e, on atoms 1 to 8:
1 C -0.2335
2 C -0.6747
3 C 0.7593
4 C -0.5644
5 C -0.3204
6 O -0.4058
7 H 0.3629
8 H 0.0671

---

# C5H6O

The molecule C5H6O (the ωB97M-V functional and the def2-TZVPD basis, the OMol25 dataset).

```
12
Properties=species:S:1:pos:R:3
C 1.823 -0.347 -0.086
C 2.204 -0.110 -1.310
C 0.424 -0.763 0.330
C -0.510 0.422 0.463
C -1.536 0.691 -0.544
O -1.866 0.090 0.703
H 2.605 -0.209 0.667
H 0.483 -1.290 1.287
H 0.014 -1.464 -0.403
H -0.132 1.261 1.054
H -1.620 0.039 -1.415
H -1.915 1.702 -0.684
```

For the LUMO energy, the calculation gives -0.51 eV. For the orbital gap, the calculation gives 9.8 eV. Its energy above the lowest of the compared OMol25 structures with the same formula, charge and spin is 460.8 kJ/mol. As for the total charge: 0.

These are the Mulliken partial charges, in e, on atoms 1 to 8:
1 C -0.1978
2 C -0.2138
3 C -0.6511
4 C 0.1551
5 C -0.4527
6 O -0.4109
7 H 0.3319
8 H 0.2672

---

# C5H6O

C5H6O as an isolated structure in a non-equilibrium geometry (the ωB97M-V functional and the def2-TZVPD basis, the OMol25 dataset).

```
12
Properties=species:S:1:pos:R:3
C 2.802 -0.195 -0.191
C 1.652 0.158 -0.263
C 0.228 0.458 -0.344
C -0.818 -0.809 0.191
C -1.682 0.360 0.434
O -0.269 1.493 0.411
H 3.823 -0.497 -0.118
H -0.105 0.492 -1.388
H -1.051 -1.477 -0.646
H -0.491 -1.343 1.090
H -1.974 0.639 1.426
H -2.361 0.635 -0.376
```

For the LUMO energy, the calculation gives 0.59 eV. For the orbital gap, the calculation gives 9.7 eV. Its energy above the lowest of the compared OMol25 structures with the same formula, charge and spin is 431.3 kJ/mol. As for the total charge: 0.

These are the Mulliken partial charges, in e, on atoms 1 to 8:
1 C 0.1941
2 C -0.6020
3 C 0.0141
4 C -0.5660
5 C -0.1989
6 O -0.5214
7 H 0.4042
8 H 0.2116

---

# C5H6O

The molecule C5H6O (the ωB97M-V functional and the def2-TZVPD basis, the OMol25 dataset).

```
12
Properties=species:S:1:pos:R:3
O -0.136 -2.719 0.397
C 0.515 -1.528 0.355
C 0.267 -0.538 -0.495
C 0.796 0.858 -0.300
C -0.365 1.697 0.042
C -1.412 2.213 0.342
H -0.951 -2.618 -0.114
H 1.283 -1.462 1.122
H -0.478 -0.656 -1.282
H 1.303 1.215 -1.203
H 1.525 0.889 0.520
H -2.347 2.649 0.615
```

For the LUMO energy, the calculation gives 0.97 eV. As for the structure (SMILES): C#CC/C=C/O. For the orbital gap, the calculation gives 9.9 eV. Its energy above the lowest of the compared OMol25 structures with the same formula, charge and spin is 224.8 kJ/mol. As for the total charge: 0.

These are the Mulliken partial charges, in e, on atoms 1 to 8:
1 O -0.4864
2 C -0.0122
3 C -0.3526
4 C -0.5638
5 C -0.4143
6 C 0.0626
7 H 0.2949
8 H 0.2882

---

# C5H6O

The molecule C5H6O in a non-equilibrium geometry (the ωB97M-V functional and the def2-TZVPD basis, the OMol25 dataset).

```
12
Properties=species:S:1:pos:R:3
C 2.649 -0.054 -0.033
C 1.507 -0.292 -0.340
C 0.228 -0.829 0.122
C -0.697 0.309 0.437
C -1.620 0.736 -0.599
O -2.057 -0.044 0.516
H 3.601 0.058 0.416
H 0.472 -1.359 1.062
H -0.179 -1.547 -0.581
H -0.337 1.043 1.168
H -1.581 0.220 -1.558
H -1.985 1.759 -0.609
```

For the LUMO energy, the calculation gives 0.91 eV. As for the structure (SMILES): C#CC[C@H]1CO1. For the orbital gap, the calculation gives 11.0 eV. Its energy above the lowest of the compared OMol25 structures with the same formula, charge and spin is 320.9 kJ/mol. As for the total charge: 0.

These are the Mulliken partial charges, in e, on atoms 1 to 8:
1 C -0.1165
2 C -0.4555
3 C -0.4491
4 C 0.0849
5 C -0.4232
6 O -0.4287
7 H 0.3829
8 H 0.2259

---

# C5H6O

The molecule C5H6O (the ωB97M-V functional and the def2-TZVPD basis, the OMol25 dataset).

```
12
Properties=species:S:1:pos:R:3
C -1.288 1.025 -0.022
C -0.320 -0.071 0.209
O -0.252 -0.517 1.411
C 0.513 -0.690 -0.857
C 1.799 -0.478 -0.179
C 2.636 -0.241 0.725
H -2.262 0.563 -0.236
H -1.000 1.615 -0.895
H -1.389 1.655 0.863
H 0.385 -0.152 -1.803
H 0.251 -1.747 -1.017
H 0.638 -0.991 1.460
```

For the LUMO energy, the calculation gives -1.02 eV. For the orbital gap, the calculation gives 7.6 eV. Its energy above the lowest of the compared OMol25 structures with the same formula, charge and spin is 479.7 kJ/mol. As for the total charge: 0.

These are the Mulliken partial charges, in e, on atoms 1 to 8:
1 C -1.1601
2 C 0.6048
3 O -0.3274
4 C -0.2354
5 C -0.2440
6 C -0.5062
7 H 0.3127
8 H 0.3372

---

# C5H6O

C5H6O as an isolated structure (the ωB97M-V functional and the def2-TZVPD basis, the OMol25 dataset).

```
12
Properties=species:S:1:pos:R:3
O 0.186 -1.081 -2.509
C -0.280 -0.569 -1.571
C -0.198 1.451 -0.417
C 0.598 0.534 0.269
C -0.481 -0.789 1.219
C 0.272 -0.883 0.030
H 0.167 2.468 -0.572
H -1.277 1.362 -0.443
H 1.598 0.781 0.613
H -1.387 -0.202 1.290
H -0.272 -1.451 2.061
H 1.074 -1.622 0.030
```

For the LUMO energy (alpha / beta), the calculation gives -0.01 / -0.01 eV. For the orbital gap (alpha / beta), the calculation gives 7.8 / 7.8 eV. Its energy above the lowest of the compared OMol25 structures with the same formula, charge and spin is 458.1 kJ/mol. As for the total charge: 0.

These are the Mulliken partial charges, in e, on atoms 1 to 8:
1 O -0.3282
2 C 0.0978
3 C -0.9453
4 C -0.0468
5 C -0.7856
6 C 0.1952
7 H 0.2918
8 H 0.2928

---

# C5H6O

C5H6O as an isolated structure (the ωB97M-V functional and the def2-TZVPD basis, the OMol25 dataset).

```
12
Properties=species:S:1:pos:R:3
O -1.096 2.257 0.192
C -0.632 1.158 0.073
C -1.089 -0.094 -0.675
C 0.051 -0.899 -0.024
C 1.602 0.239 -0.293
C 0.603 0.504 0.688
H -2.084 -0.421 -0.352
H -1.054 -0.022 -1.766
H -0.239 -1.509 0.837
H 0.683 -1.509 -0.679
H 2.437 -0.271 0.222
H 0.721 0.486 1.782
```

For the LUMO energy, the calculation gives 0.63 eV. For the orbital gap, the calculation gives 9.4 eV. Its energy above the lowest of the compared OMol25 structures with the same formula, charge and spin is 406.2 kJ/mol. As for the total charge: 0.

These are the Mulliken partial charges, in e, on atoms 1 to 8:
1 O -0.5324
2 C 0.2403
3 C -0.4461
4 C -0.4649
5 C -0.7528
6 C 0.1136
7 H 0.2759
8 H 0.2709

---

# C5H6O

The molecule C5H6O in a non-equilibrium geometry (the ωB97M-V functional and the def2-TZVPD basis, the OMol25 dataset).

```
12
Properties=species:S:1:pos:R:3
C 1.487 -0.297 0.867
C 0.277 0.031 0.051
C 0.113 0.747 -1.078
O -1.147 0.577 -1.578
C -1.020 -0.483 0.367
C -1.831 -0.172 -0.685
H 1.215 -0.780 1.814
H 2.088 -1.026 0.312
H 2.109 0.572 1.079
H -1.173 -0.231 1.396
H 0.723 1.489 -1.562
H -2.841 -0.428 -0.984
```

For the LUMO energy, the calculation gives 1.07 eV. As for the structure (SMILES): Cc1ccoc1. For the orbital gap, the calculation gives 9.7 eV. Its energy above the lowest of the compared OMol25 structures with the same formula, charge and spin is 139.1 kJ/mol. As for the total charge: 0.

These are the Mulliken partial charges, in e, on atoms 1 to 8:
1 C -1.1126
2 C 0.7274
3 C -0.5393
4 O -0.3183
5 C -0.4269
6 C -0.2185
7 H 0.3044
8 H 0.2511

---

# C5H6O

The molecule C5H6O (the ωB97M-V functional and the def2-TZVPD basis, the OMol25 dataset).

```
12
Properties=species:S:1:pos:R:3
C 1.272 -0.204 -1.434
C 0.304 0.051 -0.312
C -0.502 -0.845 0.309
C -1.239 -0.131 1.305
C -0.831 1.153 1.223
O 0.116 1.294 0.239
H 1.235 -1.276 -1.664
H 2.313 0.029 -1.185
H 1.024 0.326 -2.361
H -0.558 -1.898 0.075
H -1.977 -0.507 1.998
H -1.156 2.008 1.809
```

For the LUMO energy, the calculation gives 1.14 eV. As for the structure (SMILES): Cc1ccco1. For the orbital gap, the calculation gives 9.7 eV. Its energy above the lowest of the compared OMol25 structures with the same formula, charge and spin is 24.0 kJ/mol. As for the total charge: 0.

These are the Mulliken partial charges, in e, on atoms 1 to 8:
1 C -1.0366
2 C 0.3495
3 C -0.2180
4 C -0.4168
5 C -0.3353
6 O -0.3338
7 H 0.2710
8 H 0.2807